Entry 1:
122
Properties=species:S:1:pos:R:3:lowdin_charge:R:1 method="wB97M-V/def2-TZVPD" e_homo_ev=-16.861 mol_weight_g_mol=894.0 total_charge=+3 e_lumo_ev=-9.73 orbital_gap_ev=7.13
H -2.239 -0.068 4.922 0.0403
H -1.339 -5.462 -2.040 0.0677
H 0.909 3.277 4.321 0.0375
N -0.353 -1.833 -2.224 0.0732
C 4.023 -0.490 -2.550 -0.0422
C -1.915 4.226 1.787 -0.1494
H -4.406 -3.291 -2.492 0.0628
H -0.187 1.022 5.423 0.0409
C -1.124 -4.333 1.451 0.0709
H 3.607 0.353 0.281 0.0965
C -0.352 -3.119 4.226 -0.0325
H -4.644 1.158 1.788 0.0650
Si 0.784 1.015 3.184 0.6253
H -4.935 -1.799 -4.866 0.1033
H 4.134 -0.892 -3.556 0.0943
C -0.557 1.129 1.952 -0.5629
H 1.675 1.857 -3.538 0.0549
H 2.419 -2.650 2.164 0.0863
H -1.478 5.231 1.745 0.0730
O 1.718 -0.351 0.749 -0.4559
H -2.256 1.699 4.852 0.0226
H -1.263 -3.412 -6.296 0.0998
C -2.760 -4.931 -0.461 -0.3451
H -3.352 -4.323 -1.140 0.0917
C -4.115 -1.367 -4.294 -0.0207
H 1.962 -1.652 -4.496 0.1413
H 2.603 0.754 -1.469 0.0931
H -0.025 -5.275 -4.981 0.0981
N -2.503 -0.882 -1.375 0.0689
H -1.360 2.792 -0.166 0.0510
H -1.204 -5.240 2.027 0.1503
H 0.192 -2.430 -6.176 0.0911
C 2.517 1.604 2.880 -0.1496
C 0.538 -3.316 2.993 -0.3285
H 4.846 0.207 -2.389 0.1001
H -1.309 -6.548 -0.644 0.0987
H -1.424 -3.598 -3.854 0.1054
H -3.847 2.678 2.114 0.0307
H 0.248 3.379 -2.174 0.1087
H 1.555 0.711 5.453 0.0714
C -5.033 -2.451 -2.196 -0.0392
C -3.409 1.015 -2.068 0.0850
H 3.198 1.033 3.516 0.0731
N -1.773 0.162 -0.821 -0.0760
H -5.414 -0.463 -2.860 0.1501
H 0.416 -0.586 5.077 0.0314
C -0.477 -3.279 -4.289 -0.3567
Si -0.414 3.154 2.067 0.4691
H -0.325 1.843 -2.845 0.0978
H -4.474 -6.157 -0.025 0.0991
H 2.699 0.819 -4.519 0.0965
H -3.883 -1.209 2.689 0.0674
H 4.133 -1.327 -1.862 0.0729
H -2.381 3.701 -2.897 0.1045
H -2.531 4.091 0.903 0.0257
Ta -0.073 -0.334 0.338 1.8976
B -1.711 -2.203 -1.547 -0.4755
H -1.354 -1.780 -5.624 0.0757
C -0.316 -3.273 1.743 -0.1897
C -1.958 -5.949 -1.285 -0.0094
H -2.645 -6.626 -1.791 0.1026
N 0.523 -0.913 -1.652 -0.0464
C 1.013 3.732 0.991 -0.1497
H 0.219 -3.312 5.134 0.1043
C -1.556 2.611 -1.221 -0.3721
H 1.463 2.955 0.373 0.0177
N -0.478 -2.312 0.750 -0.0529
H -1.200 -3.802 4.216 0.0957
H 1.807 4.164 1.601 0.0549
H -0.755 -2.106 4.278 0.0528
C -3.516 -0.380 -2.090 -0.1361
C -2.296 1.317 -1.326 -0.2536
H 0.674 -4.915 -3.399 0.0804
H -3.274 -2.062 -4.334 0.0620
H -3.357 3.825 -1.431 0.0940
H -3.523 1.819 0.609 0.0182
H -2.319 -2.943 -2.228 0.1084
H -3.723 0.794 4.572 0.0654
H 2.357 -2.664 3.925 0.1143
H -3.168 -1.284 1.095 0.0219
H 0.521 1.890 -1.297 0.0364
H -3.822 -0.435 -4.777 0.0937
N -1.423 -2.835 -0.146 0.0671
C 0.448 -4.498 -4.381 -0.0352
C 2.605 1.295 -3.543 -0.0292
C -3.703 -5.622 0.527 -0.0301
C -0.744 -2.682 -5.676 -0.0348
H 0.888 -4.350 3.017 0.1566
C -0.209 2.421 -1.927 -0.0512
H -2.290 -1.894 2.518 0.0103
H 3.432 1.996 -3.437 0.1006
H -5.064 -2.393 -1.106 0.0905
C 0.144 -2.246 -3.400 -0.1519
C -3.699 1.696 1.675 -0.1458
H -0.821 3.026 4.537 0.0264
H -3.174 -6.355 1.138 0.0899
C -1.809 -4.039 0.268 -0.1494
C 2.678 0.239 -2.430 -0.3680
Si -2.415 0.657 2.541 0.4504
H 2.861 1.572 1.853 0.0220
H -0.197 4.578 4.049 0.0845
C -0.075 3.501 3.903 -0.1636
H -6.042 -2.673 -2.541 0.1013
C -2.644 0.795 4.392 -0.1518
H 1.536 -1.385 3.045 0.0223
C 1.782 -2.453 3.024 -0.0453
H 2.593 2.641 3.206 0.0571
C 1.331 -1.557 -3.630 0.0737
H 0.668 4.525 0.324 0.0566
C -2.335 3.779 -1.809 -0.0355
C -4.563 -1.148 -2.842 -0.3250
C -2.937 -1.105 2.147 -0.1683
H -1.842 4.721 -1.569 0.0970
H -4.061 1.705 -2.577 0.1436
C 0.621 0.474 4.940 -0.1329
C 1.539 -0.734 -2.546 -0.2104
H 3.352 -1.405 0.117 0.1001
H 3.489 -0.668 1.736 0.0883
C 3.142 -0.525 0.717 -0.0853
H 1.391 -4.236 -4.863 0.0914
H -4.196 -4.910 1.190 0.0906
H -2.563 4.208 2.664 0.0540

Entry 2:
141
Properties=species:S:1:pos:R:3:lowdin_charge:R:1 method="wB97M-V/def2-TZVPD" e_homo_ev=-4.103 mol_weight_g_mol=1038.0 total_charge=-2 e_lumo_ev=3.58 de_lowest_kcal_mol=0.00 orbital_gap_ev=7.68
C 5.080 -12.390 6.669 -0.0848
O 7.105 -18.774 8.018 0.0028
H 5.897 -17.637 4.180 0.0970
H 6.416 -18.103 7.966 0.0186
C 10.439 -18.386 10.087 -0.0881
C 14.362 -22.572 16.876 -0.1322
O 7.535 -15.092 6.761 -0.1498
C 12.022 -15.105 18.560 -0.0900
H 11.293 -22.936 11.703 0.1102
C 6.569 -16.713 10.171 -0.1546
H 9.504 -20.204 20.527 0.0770
H 13.077 -14.718 18.415 0.0737
H 10.945 -17.054 18.211 0.0920
H 10.529 -25.983 14.499 0.0556
F 5.525 -22.329 16.036 0.1722
O 6.319 -16.236 11.502 -0.1971
H 9.494 -23.987 13.564 0.1355
H 14.515 -24.574 15.887 0.0967
C 13.866 -24.038 16.532 -0.1482
C 11.889 -16.653 18.566 -0.2653
H 7.435 -16.233 9.701 0.1338
H 7.172 -18.716 16.929 0.1123
C 12.665 -18.491 20.171 -0.4744
F 5.756 -20.508 17.163 0.1183
H 8.965 -20.182 13.349 0.0792
C 5.274 -13.583 5.710 -0.2644
H 6.644 -17.787 9.997 0.1072
C 11.695 -20.922 16.432 0.0809
O 11.475 -24.618 12.906 -0.1285
H 3.117 -16.148 9.443 0.0696
F 9.600 -15.285 5.261 0.0767
H 9.478 -24.902 11.895 0.1427
H 9.809 -18.349 9.189 0.0841
H 8.687 -16.989 14.929 0.0885
H 6.183 -16.136 7.477 0.0095
H 4.099 -12.367 7.065 0.0415
H 7.172 -16.589 15.920 0.0692
N 5.474 -16.666 7.932 0.0459
C 5.655 -21.025 15.905 -0.5560
H 5.245 -11.382 6.315 0.0605
F 5.759 -21.663 6.266 0.1117
H 10.659 -26.847 13.006 0.0824
O 7.140 -19.262 14.914 -0.0606
C 12.401 -24.012 16.107 -0.1824
O 6.533 -19.150 5.863 -0.0660
H 11.434 -14.695 17.692 0.0645
C 9.275 -21.215 20.227 -0.0932
H 9.003 -26.504 13.760 0.0709
H 8.394 -18.670 5.310 0.1136
C 8.848 -14.196 4.937 -0.5661
H 7.126 -20.873 10.405 0.0579
H 7.118 -18.467 3.148 0.0876
O 12.151 -17.130 19.894 -0.1547
H 10.491 -23.160 16.624 0.1423
H 11.691 -20.775 19.086 0.0669
C 9.760 -20.474 10.854 -0.1891
C 6.999 -19.776 7.070 -0.2932
H 6.848 -15.998 13.407 0.0779
H 8.082 -13.139 6.622 0.1183
C 13.434 -21.917 17.862 -0.1289
H 15.325 -22.492 17.344 0.1063
O 11.832 -22.427 13.554 -0.1350
H 6.624 -21.553 11.974 0.0728
C 5.319 -16.233 9.395 -0.3609
H 8.215 -21.183 20.259 0.0613
F 4.753 -20.477 7.710 0.1369
C 10.048 -24.800 12.941 -0.2986
C 13.202 -23.431 11.891 -0.6035
C 7.436 -18.234 5.373 -0.3126
F 13.139 -24.180 10.797 0.1408
O 9.652 -19.038 11.112 -0.2148
F 8.562 -14.509 3.696 0.1414
C 8.795 -21.273 11.713 -0.3820
H 7.148 -19.936 11.778 0.0672
H 6.669 -20.964 13.986 0.1484
H 7.953 -20.181 6.984 0.1433
C 7.005 -17.745 4.031 -0.0590
H 8.214 -16.491 12.321 0.0952
H 13.693 -20.857 18.025 0.1267
H 9.182 -22.384 18.465 0.1221
H 10.792 -20.751 11.130 0.1130
H 12.051 -18.702 21.147 0.1553
C 7.137 -16.623 12.563 -0.1189
C 11.225 -21.676 18.802 -0.1678
H 12.647 -17.056 17.920 0.0947
H 7.610 -16.891 3.764 0.0574
H 9.668 -21.941 20.919 0.0766
C 10.011 -26.154 13.548 -0.1192
C 6.874 -20.648 15.045 -0.3630
C 7.759 -18.645 16.033 -0.2401
H 13.467 -22.467 18.810 0.1391
F 9.744 -13.182 4.898 0.0974
H 12.363 -23.481 15.158 0.0756
H 11.458 -23.928 18.064 0.1427
H 11.524 -22.424 19.477 0.1084
F 14.838 -17.652 19.769 0.1501
H 9.640 -20.661 9.723 0.1478
C 3.952 -16.749 9.784 -0.0709
H 8.753 -16.853 16.573 0.0564
F 6.445 -21.646 8.406 0.1249
H 3.995 -16.943 10.882 0.0863
F 13.654 -22.257 11.445 0.1242
C 7.349 -20.948 11.455 -0.0457
H 5.210 -14.507 6.306 0.0842
H 9.442 -20.641 18.212 0.1116
O 7.915 -21.371 15.527 -0.0109
C 14.132 -18.207 20.720 -0.5073
F 14.840 -19.359 21.009 0.0742
F 4.515 -20.534 15.387 0.1425
H 7.502 -17.326 5.983 0.1024
H 10.541 -17.333 10.410 0.0892
H 12.010 -24.989 15.772 0.1161
N 11.977 -21.999 17.515 -0.2226
C 9.744 -21.494 18.831 -0.2294
H 6.986 -17.674 12.785 0.0679
H 10.639 -20.908 16.190 0.0833
O 12.667 -19.227 19.105 -0.1695
C 8.059 -17.176 15.822 -0.0510
C 11.477 -23.386 17.088 -0.0868
H 14.412 -22.081 15.897 0.1182
O 6.584 -13.565 5.116 -0.1783
H 3.830 -17.743 9.343 0.0704
H 5.716 -12.468 7.519 0.0523
N 9.118 -21.162 13.172 0.0680
H 11.967 -20.004 16.961 0.0955
H 11.386 -18.916 10.046 0.0804
H 13.945 -24.597 17.410 0.0762
F 14.120 -17.358 21.846 0.0556
H 12.398 -21.198 15.655 0.0854
C 7.805 -14.017 6.085 -0.3779
H 10.121 -21.397 13.331 0.0692
H 8.643 -19.165 16.148 0.0783
F 14.197 -23.877 12.671 0.1337
H 11.650 -14.602 19.515 0.0802
H 4.568 -13.598 4.901 0.0937
C 5.997 -20.889 7.378 -0.4965
H 5.279 -15.127 9.465 0.1365
H 8.531 -21.580 14.763 0.0693
H 9.041 -22.326 11.365 0.1388
H 4.559 -16.597 7.485 0.0897
C 11.848 -23.210 12.558 -0.5308